# 1
# C28H71IN2O10S9

10 unconnected molecules or ions with the total composition C28H71IN2O10S9 at a distorted geometry (ωB97M-V/def2-TZVPD, OMol25).

Output
Lowest unoccupied orbital energy in eV: 0.107
DFT total energy in hartree: -5852.197586
Maximum force in eV/Å: 8.76
HOMO in eV: -7.9200
Molecular weight in g mol⁻¹: 1011.39

```
! wB97M-V def2-TZVPD RIJCOSX def2/J DEFGRID3
* xyz 0 1
I 1.944 0.969 -3.869
S -2.840 -4.998 1.709
S 6.244 -1.532 -0.622
S -5.600 -9.249 -0.010
S -6.777 8.745 5.972
S 0.161 3.879 -0.766
S -3.102 -4.739 -3.824
S -2.300 10.260 7.401
S 2.492 -4.403 1.834
S -2.312 6.015 2.954
O -3.850 -4.838 0.611
O -6.057 7.833 5.023
O 1.192 -3.828 2.312
O -3.218 9.663 8.426
O -1.698 -4.268 -3.586
O 2.943 -4.266 -8.308
O -6.518 -9.847 1.015
O -0.829 5.863 3.122
O 6.106 -1.462 -2.114
O 0.023 3.949 -2.258
N 0.742 -3.781 -7.110
N 4.095 -3.660 -5.380
C 0.344 5.572 -0.156
C -8.197 7.836 6.627
C 3.725 -3.080 1.890
C -2.969 6.683 4.501
C -4.263 -10.434 -0.299
C 1.655 -3.433 -4.865
C 2.859 -2.975 -5.916
C 3.340 -0.589 -4.599
C -1.275 11.492 8.242
C -4.575 -8.018 0.831
C 2.755 -1.339 -5.935
C -2.598 7.508 1.973
C 1.857 3.368 -0.399
C 2.267 -3.744 -7.267
C -3.650 -4.549 3.263
C 7.940 -2.043 -0.256
C 5.556 -2.619 -7.393
C 4.711 0.242 -5.060
C 6.426 0.161 -0.013
C 5.255 -3.100 -5.855
C -0.963 9.076 7.112
C 2.412 -4.501 0.029
C -1.743 -3.560 1.652
C 0.552 -4.370 -5.700
C -5.842 8.766 7.521
C -4.200 -3.321 -3.582
C 6.464 -2.849 -4.729
C -3.632 -5.636 -2.346
H -4.016 -2.598 -4.380
H 0.948 -5.486 -5.706
H -4.120 -3.568 3.170
H 1.145 6.080 -0.698
H -1.156 -3.606 0.731
H 5.605 -0.051 -4.348
H -4.884 9.260 7.342
H -1.381 8.193 6.622
H 0.943 -2.569 -4.453
H -5.665 7.744 7.864
H -0.597 6.104 -0.319
H 6.168 -3.480 -7.923
H 6.302 -1.689 -7.333
H 1.990 2.336 -0.734
H -3.669 7.718 1.933
H -5.214 -7.188 1.142
H 4.655 -3.428 1.435
H -0.210 9.527 6.462
H -8.677 8.425 7.412
H 6.650 0.142 1.057
H -8.909 7.671 5.814
H 0.244 -2.880 -7.293
H 4.620 -2.255 -7.993
H -3.811 -7.648 0.143
H 3.203 -0.964 -6.952
H -1.069 -3.581 2.511
H -2.224 7.337 0.961
H -3.466 -5.024 -1.457
H -0.511 11.862 7.554
H -3.812 -10.727 0.652
H 3.910 -2.821 2.936
H 3.694 -1.326 -3.755
H -7.872 6.872 7.025
H -3.998 -2.853 -2.615
H -4.691 -5.890 -2.434
H 8.113 -1.988 0.822
H -5.240 -3.653 -3.628
H -4.028 6.921 4.376
H -4.414 -5.297 3.485
H -0.512 8.783 8.063
H 3.386 -4.802 -0.364
H -1.914 12.322 8.553
H 5.486 0.693 -0.175
H -6.401 9.323 8.276
H -2.912 -4.537 4.068
H 8.647 -1.397 -0.783
H 2.122 -3.533 -0.386
H 0.568 5.553 0.913
H -2.066 8.354 2.417
H 7.228 0.669 -0.555
H 7.078 -3.860 -4.686
H 6.041 -2.617 -3.662
H 8.073 -3.075 -0.591
H 4.544 1.409 -5.107
H 5.030 -0.073 -6.165
H -4.681 -11.317 -0.789
H -4.104 -8.462 1.711
H 1.665 -5.250 -0.246
H -2.333 -2.640 1.659
H 1.953 -3.990 -3.879
H -0.591 -4.182 -5.499
H -0.804 11.047 9.122
H 3.353 -2.200 1.359
H 1.592 -1.081 -5.978
H 2.030 3.422 0.678
H -3.046 -6.555 -2.268
H -2.414 7.580 4.787
H 7.182 -2.008 -5.116
H 2.564 4.013 -0.926
H -2.859 5.926 5.281
H -3.510 -9.983 -0.949
*
```



# 2
# C27H30N4O4S

A molecular structure, C27H30N4O4S at a distorted geometry (ωB97M-V/def2-TZVPD, OMol25).

Output
Lowest unoccupied orbital energy in eV: 0.369
DFT total energy in hartree: -1964.292787
Maximum force in eV/Å: 19.38
HOMO in eV: -8.3439
Molecular weight in g mol⁻¹: 506.63

```
! wB97M-V def2-TZVPD RIJCOSX def2/J DEFGRID3
* xyz 0 1
S 4.268 -1.655 0.097
O -2.755 -1.841 1.817
O 1.739 -2.713 -0.351
O -3.496 0.942 -1.557
O 4.642 1.922 -0.816
N -1.460 -0.521 0.705
N 0.810 -2.169 1.688
N 3.154 0.672 -2.238
N -4.143 -0.797 -0.183
C 0.550 0.696 0.709
C 5.355 -0.607 0.929
C 4.435 1.275 -1.852
C -5.713 -2.443 -0.530
C -1.270 4.622 1.030
C 5.382 1.161 -2.848
C -0.351 -0.017 -0.079
C -1.766 4.276 2.165
C -4.254 -1.885 -2.380
C -6.164 -0.435 -1.806
C -3.524 0.153 -0.399
C 4.640 -0.191 2.168
C -5.021 -1.538 -1.123
C -2.219 2.772 1.867
C -1.136 3.861 -0.184
C -1.516 2.717 -0.231
C -0.611 -2.573 1.528
C -2.584 0.739 0.757
C 1.972 0.338 -1.599
C -1.663 -1.443 1.448
C 0.985 -0.351 -1.973
C -2.150 2.027 0.726
C 3.388 -0.752 2.039
C 1.744 -2.233 0.820
C 3.021 -1.484 1.191
C 1.718 1.013 -0.142
C -0.238 -0.556 -1.321
H -6.760 -0.757 -2.444
H 5.320 0.370 2.726
H -1.057 -1.129 -1.729
H 4.816 1.551 -3.761
H -3.548 -2.650 -1.914
H -0.580 -3.063 0.531
H 3.130 0.242 -3.171
H -0.758 -3.338 2.224
H -6.834 0.052 -0.888
H -4.103 -1.327 0.755
H -6.448 -2.173 0.464
H 2.814 -0.683 2.962
H -3.278 0.374 1.740
H -1.009 5.838 1.189
H 6.354 -0.342 0.293
H -1.601 2.220 -0.946
H -2.694 2.311 3.169
H 1.009 -0.550 -2.922
H -3.707 -1.131 -2.818
H 0.576 1.193 1.432
H 0.969 -1.318 2.446
H -5.452 0.420 -1.929
H -0.595 4.387 -0.865
H 6.266 1.618 -2.590
H -6.430 -3.106 -1.006
H 2.585 1.741 0.294
H -5.157 -3.117 0.215
H -5.031 -2.418 -2.962
H 5.598 0.001 -3.052
H -1.931 4.658 3.074
*
```



# 3
# C4HO2Sm

A molecular structure, C4HO2Sm at a distorted geometry (ωB97M-V/def2-TZVPD, OMol25).

Output
<S²>: 15.80
Lowest unoccupied orbital energy (alpha / beta) in eV: -0.945 / -0.764
DFT total energy in hartree: -961.115722
Maximum force in eV/Å: 4.71
HOMO (alpha / beta) in eV: -5.6264 / -6.8469
Molecular weight in g mol⁻¹: 231.41

```
! wB97M-V def2-TZVPD RIJCOSX def2/J DEFGRID3
* xyz 0 8
Sm 2.377 0.400 0.893
O 0.819 0.468 -1.100
O -3.266 -2.020 -1.421
C -2.349 -1.160 -1.078
C -0.304 0.320 -0.355
C -1.593 -0.184 -1.050
C -0.237 -0.536 0.710
H -3.038 -2.494 -2.232
*
```



# 4
# C12H18FN2O6S2

A molecular structure, C12H18FN2O6S2 (ωB97M-V/def2-TZVPD, OMol25).

Output
Lowest unoccupied orbital energy in eV: 2.633
DFT total energy in hartree: -1925.320625
Maximum force in eV/Å: 0.51
HOMO in eV: -6.6265
Molecular weight in g mol⁻¹: 369.42

```
! wB97M-V def2-TZVPD RIJCOSX def2/J DEFGRID3
* xyz -1 1
S -3.913 0.097 0.256
S -1.214 -0.462 0.776
F -4.390 -4.505 -1.936
O 6.569 2.827 1.392
O -4.629 1.314 -0.049
O 5.094 1.398 2.159
O -1.586 -1.823 1.078
O -4.461 -0.758 1.278
O -0.229 0.161 1.631
N 1.058 -0.731 -3.182
N -2.394 0.541 0.517
C 3.889 1.107 2.892
C 0.162 0.228 -2.971
C -0.570 0.360 -1.802
C 2.654 1.062 2.022
C -4.528 -3.120 -2.103
C -0.358 -0.555 -0.792
C -3.653 -2.350 -1.132
C 4.507 3.794 2.065
C -3.974 -0.850 -1.264
C 0.581 -1.552 -0.985
C 5.476 2.650 1.863
C 1.256 -1.595 -2.191
H 0.775 -2.287 -0.212
H -2.611 -2.512 -1.415
H 3.790 3.641 2.866
H 5.087 4.689 2.276
H 2.777 0.333 1.222
H -5.585 -2.868 -1.962
H -5.000 -0.710 -1.614
H 2.448 2.029 1.562
H 3.961 3.944 1.135
H 3.781 1.811 3.719
H -3.811 -2.692 -0.110
H -3.292 -0.373 -1.968
H 0.017 0.938 -3.782
H -4.261 -2.880 -3.139
H 1.781 0.777 2.604
H 4.080 0.130 3.331
H 1.995 -2.374 -2.365
H -1.280 1.167 -1.668
*
```